22
Properties=species:S:1:pos:R:3 method="wB97M-V/def2-TZVPD" smiles=CCN(C)C(C)C e_lumo_ev=1.12 de_lowest_ev=0.905 homo_lumo_gap_ev=9.14
C 2.263 0.966 1.239
C 1.114 1.014 0.220
N 0.228 -0.122 0.354
C 0.829 -1.379 -0.069
C -1.171 0.152 -0.028
C -1.361 0.655 -1.458
C -2.035 -1.072 0.214
H 2.146 1.735 2.000
H 2.284 -0.002 1.742
H 3.232 1.112 0.763
H 0.514 1.917 0.369
H 1.508 1.122 -0.804
H 1.699 -1.196 -0.699
H 1.077 -2.002 0.790
H 0.156 -1.954 -0.700
H -1.497 0.914 0.680
H -0.630 1.421 -1.719
H -1.209 -0.161 -2.171
H -2.366 1.068 -1.572
H -1.903 -1.798 -0.586
H -1.783 -1.560 1.161
H -3.094 -0.831 0.275